The molecule C18H23N5O2 at a distorted geometry. Source: the Open Molecules 2025 dataset; level of theory: ωB97M-V with the def2-TZVPD basis set.

```
! RIJCOSX wB97M-V def2-TZVPD def2/J DEFGRID3
* xyz 0 1
O -0.7826 0.2537 -1.7949
O 1.5026 3.4857 0.9702
N -1.6731 -5.1076 2.1657
N 0.3940 -3.9342 1.8548
N -2.6268 -4.4603 0.2340
N -1.4174 -3.9059 0.3305
N -0.5258 1.3761 0.1357
C -0.3017 4.4062 -0.4034
C 1.2198 -1.6594 -1.0266
C 3.0752 2.8918 -0.4845
C -0.7985 -3.0751 -0.5325
C 0.4601 -2.6355 -0.1695
C 1.1658 -0.2345 -0.4565
C -2.7277 -5.1593 1.3492
C 2.4322 -2.8002 1.4426
C -1.6802 2.2359 -0.0521
C -0.8265 -4.3152 1.5299
C -2.2265 2.6437 1.3097
C 1.0293 -3.1273 1.0366
C 2.7284 2.9437 0.8275
C -1.5210 -2.7524 -1.7932
C 1.0499 3.7929 -0.2680
C -1.3498 3.4324 -0.9606
C -0.1423 0.4714 -0.7842
C 1.9829 3.4451 -1.1991
H 1.9054 3.5680 -2.2597
H 3.1334 -3.1484 0.6855
H -0.6151 4.7825 0.5708
H -3.6047 -5.7316 1.5763
H -1.4639 3.1502 1.8970
H 2.6428 -3.3060 2.3801
H -1.0300 -3.2362 -2.6374
H 3.2408 2.6488 1.7216
H 0.7991 -1.6341 -2.0312
H 1.3173 -0.2372 0.6229
H 3.9906 2.5169 -0.8949
H -3.0750 3.3112 1.1882
H -0.9959 3.0367 -1.9140
H -2.4260 1.6313 -0.5828
H -0.2326 5.2540 -1.0885
H 2.2618 -1.9750 -1.0977
H 2.5786 -1.7308 1.5719
H 1.9611 0.3640 -0.9096
H -2.2735 3.9827 -1.1457
H -2.5542 1.7649 1.8597
H -2.5397 -3.1238 -1.7212
H -1.5287 -1.6798 -1.9765
H 0.0679 1.5795 0.9239
*
```

As for the orbital gap: 9.4 eV. The structure (SMILES) is Cc1nc2ncnn2c(C)c1CCC(=O)N[C@@H](C)CCc1ccco1. The energy above the lowest of the compared OMol25 structures with the same formula, charge and spin is 182.0 kJ/mol.

Atom-resolved charges from natural (NBO), all expressed in e:
1 O -0.66
2 O -0.42
3 N -0.49
4 N -0.44
5 N -0.33
6 N -0.18
7 N -0.62
8 C -0.46
9 C -0.42
10 C -0.31
11 C 0.30
12 C -0.14
13 C -0.49
14 C 0.18
15 C -0.65
16 C -0.05
17 C 0.48
18 C -0.62
19 C 0.28
20 C 0.06
21 C -0.70
22 C 0.30
23 C -0.39
24 C 0.70
25 C -0.32
26 H 0.23
27 H 0.22
28 H 0.22
29 H 0.20
30 H 0.20
31 H 0.25
32 H 0.23
33 H 0.21
34 H 0.24
35 H 0.21
36 H 0.23
37 H 0.22
38 H 0.22
39 H 0.23
40 H 0.23
41 H 0.22
42 H 0.22
43 H 0.24
44 H 0.21
45 H 0.22
46 H 0.25
47 H 0.28
48 H 0.40

=====

The molecule C5H11NO at a distorted geometry. Source: the Open Molecules 2025 dataset; level of theory: ωB97M-V with the def2-TZVPD basis set.

```
! RIJCOSX wB97M-V def2-TZVPD def2/J DEFGRID3
* xyz 0 1
O 1.3930 -0.8018 2.5073
N -0.4321 0.9863 -1.5842
C 0.1109 -1.4205 -0.9923
C 0.4433 0.9900 1.1998
C 1.5119 0.0282 1.6492
C -0.7801 -0.1911 -0.7086
C -0.8389 0.2023 0.7519
H -1.3278 1.4225 -1.7784
H -0.1576 0.5643 -2.4671
H 0.1911 1.7410 1.9438
H -1.7554 -0.5173 -1.0931
H 2.5113 0.2195 1.1916
H 0.7696 1.5269 0.3144
H -0.1504 -1.8060 -1.9781
H -1.6947 0.8626 0.8939
H 1.1520 -1.0921 -1.1501
H 0.0371 -2.1235 -0.1700
H -0.9831 -0.5914 1.4700
*
```

As for the orbital gap: 10.6 eV. The structure (SMILES) is C[C@H](N)CCC=O. The energy above the lowest of the compared OMol25 structures with the same formula, charge and spin is 136.1 kJ/mol.

Atom-resolved charges from natural (NBO), all expressed in e:
1 O -0.53
2 N -0.84
3 C -0.63
4 C -0.54
5 C 0.45
6 C -0.05
7 C -0.41
8 H 0.35
9 H 0.35
10 H 0.24
11 H 0.17
12 H 0.10
13 H 0.24
14 H 0.21
15 H 0.21
16 H 0.20
17 H 0.23
18 H 0.23

=====

A structure of composition C20H42ClF2N2O4Y at a distorted geometry. Source: the Open Molecules 2025 dataset; level of theory: ωB97M-V with the def2-TZVPD basis set.

```
! RIJCOSX wB97M-V def2-TZVPD def2/J DEFGRID3
* xyz -2 1
Y -0.6291 -2.5127 -0.5577
Cl -1.7976 -4.6018 0.7963
F 1.5417 -3.4308 -0.9088
F -0.8934 -3.7746 -2.5057
O -2.1003 -1.4303 1.0835
O -2.8996 -2.0825 -1.3368
O 0.6615 -1.3479 1.3482
O -0.2820 -0.5208 -1.7984
N 0.1646 0.2325 -2.8311
N 0.4931 -0.8768 2.6250
C 2.8933 -1.3393 3.3863
C -0.6706 1.2097 1.9138
C 1.0007 1.3557 -2.3990
C -1.2752 -0.8662 -4.4717
C -0.8390 0.4790 -3.8828
C 1.5841 2.1587 -3.5633
C -0.1680 1.2459 -4.9905
C 1.3483 -1.5249 3.5975
C 1.1121 0.3988 5.1853
C -3.7737 -1.2054 -0.5781
C 0.4902 2.5332 -4.5852
C -2.0668 1.2433 -3.3305
C 2.2346 0.8469 -1.6404
C -3.0003 -0.4873 0.4932
C 1.1335 -3.0318 3.4692
C 0.4635 0.5849 2.7581
C 0.2024 1.0708 4.2008
C 0.9852 -1.1382 5.0626
C 1.7206 1.2505 2.1895
C 0.2864 2.3544 -1.4779
H -0.0683 -1.3503 5.2524
H 2.3796 1.6624 -4.1302
H -2.3898 0.2998 0.0434
H -0.8665 0.9189 4.3622
H 1.5912 -3.5991 2.6621
H -2.1204 -0.6979 -5.1501
H -0.5766 0.7920 0.9064
H 0.9119 2.9635 -5.5055
H -3.7157 -0.0735 1.2064
H -0.6295 2.2963 1.8804
H -4.5096 -1.9029 -0.1578
H 2.0822 0.8877 1.2264
H -1.7742 -1.4843 -3.7162
H 3.3269 -0.5915 4.0552
H 0.0630 -3.2751 3.5116
H 2.1611 0.6663 5.0743
H -0.4802 2.9765 -1.9411
H 1.4175 -3.6201 4.3628
H -0.1326 3.3517 -4.2120
H 1.7019 -1.7313 5.6271
H 2.9145 1.6285 -1.2966
H 0.5859 0.7147 -5.5811
H -1.8883 2.3164 -3.3376
H 2.5450 1.2476 2.9073
H -1.6655 0.9168 2.2766
H 3.4646 -2.2573 3.5569
H 0.7779 0.7032 6.1891
H -0.1608 1.8772 -0.6003
H -1.6960 -1.0890 1.9000
H 0.9986 3.0450 -1.0052
H 2.1100 3.0533 -3.2124
H -4.2937 -0.5742 -1.3040
H -0.4196 -1.4337 -4.8247
H -2.1684 0.9249 -2.2871
H 3.1570 -1.0733 2.3632
H 2.8250 0.1916 -2.2917
H -3.0131 0.9869 -3.8151
H -0.9510 1.4243 -5.7471
H 0.4574 2.1292 4.3305
H 1.9923 0.1609 -0.8219
H 1.6195 2.3251 1.9648
H -3.4829 -2.5001 -1.9727
*
```

As for the orbital gap: 5.4 eV.

Atom-resolved charges from Löwdin, all expressed in e:
1 Y 1.37
2 Cl -0.37
3 F -0.68
4 F -0.65
5 O -0.20
6 O -0.18
7 O -0.30
8 O -0.33
9 N -0.17
10 N -0.20
11 C -0.04
12 C -0.06
13 C -0.50
14 C -0.04
15 C -0.51
16 C -0.16
17 C -0.18
18 C -0.50
19 C -0.21
20 C -0.19
21 C -0.21
22 C -0.03
23 C -0.04
24 C -0.23
25 C -0.07
26 C -0.49
27 C -0.15
28 C -0.13
29 C -0.05
30 C -0.04
31 H 0.11
32 H 0.11
33 H 0.10
34 H 0.11
35 H 0.08
36 H 0.07
37 H 0.05
38 H 0.10
39 H 0.12
40 H 0.08
41 H 0.12
42 H 0.06
43 H 0.05
44 H 0.05
45 H 0.08
46 H 0.09
47 H 0.06
48 H 0.07
49 H 0.09
50 H 0.11
51 H 0.07
52 H 0.12
53 H 0.05
54 H 0.06
55 H 0.07
56 H 0.07
57 H 0.10
58 H 0.05
59 H 0.07
60 H 0.08
61 H 0.11
62 H 0.12
63 H 0.09
64 H 0.06
65 H 0.08
66 H 0.09
67 H 0.07
68 H 0.12
69 H 0.12
70 H 0.07
71 H 0.07
72 H 0.10

=====

A structure of composition C27H29N3O2 at a distorted geometry. Source: the Open Molecules 2025 dataset; level of theory: ωB97M-V with the def2-TZVPD basis set.

```
! RIJCOSX wB97M-V def2-TZVPD def2/J DEFGRID3
* xyz 0 1
O 2.5393 -2.0020 -1.4106
O 4.5335 -0.2896 -0.2736
N 10.9858 1.5015 0.5758
N -2.2944 0.0404 -0.9112
N 0.6054 -0.5648 -0.4489
C 2.6102 -1.9613 -0.1982
C -3.0504 0.0148 0.1744
C -0.0792 0.8518 -0.2677
C 8.6770 0.8010 0.1844
C -5.9737 -2.2346 -0.6777
C -4.8926 -1.4219 -0.8044
C -5.4848 -2.3050 1.8255
C -1.1603 1.1240 -1.3298
C -4.5993 3.4697 1.1738
C 1.7216 -0.5425 0.3923
C -6.3809 -2.5940 0.7800
C 10.0048 1.1379 0.3607
C 7.6229 1.4171 -0.7599
C 8.1192 -0.4404 0.8807
C -4.6439 -1.1917 1.6356
C -3.7260 1.7023 0.1148
C -5.1302 4.0705 0.0798
C 6.2572 0.8380 -0.6125
C -4.1748 -0.7944 0.3093
C 5.8327 -0.2447 -0.0293
C 3.9481 -1.5207 0.2651
C 6.7852 -1.0178 0.6123
C -0.5134 -1.3477 -0.0341
C -4.9909 3.1766 -0.9612
C -3.8511 2.3327 1.3274
C -1.6670 -1.3100 -1.1904
C -4.4242 1.9761 -0.9124
H -5.6337 5.1009 0.1609
H 8.8023 -1.0103 1.4756
H 2.1582 -2.7132 0.3691
H -4.6850 4.0037 2.2147
H -1.6920 2.0513 -1.1990
H -3.9761 -0.8911 2.3201
H -0.2722 1.0119 0.7980
H -1.2111 -1.4218 -2.1446
H -5.7111 -2.7415 2.6812
H -4.6550 -0.8555 -1.8750
H 4.5283 -2.5143 0.1432
H 2.6459 -1.2912 -2.0731
H -3.4571 1.8102 2.2033
H -0.7649 -1.3516 1.0462
H -0.9063 0.9453 -2.3530
H 0.0593 -2.2987 -0.3208
H 2.5264 0.2893 0.1313
H -2.3470 -1.9128 -1.0954
H 5.6968 1.4347 -1.4386
H 7.9415 2.2878 -1.2731
H 0.8749 1.7307 -0.7311
H -2.5796 0.2207 1.1450
H -6.2429 -2.5971 -1.6014
H 1.6519 -0.4013 1.5678
H 6.5791 -1.7211 1.6063
H -6.9676 -3.4857 0.6797
H 4.1200 -1.3866 1.4773
H -5.4421 3.5811 -2.1215
H -4.2467 1.4548 -1.6629
*
```

As for the orbital gap: 7.9 eV. The energy above the lowest of the compared OMol25 structures with the same formula, charge and spin is 1986.2 kJ/mol.

Atom-resolved charges from natural (NBO), all expressed in e:
1 O -0.70
2 O -0.48
3 N -0.28
4 N -0.48
5 N -0.48
6 C 0.13
7 C -0.07
8 C -0.23
9 C -0.20
10 C -0.21
11 C -0.24
12 C -0.19
13 C -0.21
14 C -0.16
15 C -0.30
16 C -0.21
17 C 0.24
18 C -0.10
19 C -0.11
20 C -0.20
21 C 0.13
22 C -0.27
23 C -0.23
24 C 0.00
25 C 0.25
26 C -0.12
27 C -0.30
28 C -0.28
29 C -0.11
30 C -0.29
31 C -0.16
32 C -0.34
33 H 0.25
34 H 0.22
35 H 0.19
36 H 0.19
37 H 0.22
38 H 0.19
39 H 0.20
40 H 0.20
41 H 0.21
42 H 0.21
43 H 0.20
44 H 0.52
45 H 0.23
46 H 0.20
47 H 0.22
48 H 0.20
49 H 0.22
50 H 0.17
51 H 0.23
52 H 0.22
53 H 0.17
54 H 0.15
55 H 0.22
56 H 0.18
57 H 0.24
58 H 0.21
59 H 0.18
60 H 0.18
61 H 0.21

=====

A cluster of 6 separate species, C20H56N5O6 in total at a distorted geometry. Source: the Open Molecules 2025 dataset; level of theory: ωB97M-V with the def2-TZVPD basis set.

```
! RIJCOSX wB97M-V def2-TZVPD def2/J DEFGRID3
* xyz -1 1
O 31.0600 20.1410 11.5920
O 34.2310 15.2730 16.3370
O 30.7810 18.5990 21.4100
O 28.6370 22.0900 20.0250
O 28.2130 16.5900 18.9900
O 30.5850 19.6600 16.8130
N 32.6600 20.2390 18.7300
N 30.2730 22.3890 16.6750
N 27.8810 19.1650 16.2990
N 31.4530 17.2970 15.0990
N 32.6330 20.2720 14.9240
C 28.7920 22.0200 18.6790
C 28.9420 15.3730 19.1230
C 33.4140 19.8430 20.9390
C 30.9890 19.3930 20.2160
C 35.3720 14.7610 15.6010
C 33.5650 16.2440 15.5600
C 26.0210 18.0550 17.2580
C 32.0740 16.5300 16.0700
C 32.2830 20.6720 13.6880
C 27.4270 21.6100 20.5250
C 30.0720 22.7730 18.0130
C 27.4350 18.3440 17.5030
C 31.4800 19.6800 12.8810
C 30.0700 19.4110 10.8980
C 32.4950 19.3170 19.7970
C 29.4130 18.6190 21.6540
C 28.4290 17.2150 17.7750
C 31.3430 15.1080 16.2260
C 33.5340 21.0700 12.8100
C 29.8470 24.2050 18.1840
H 30.8730 22.5360 18.7170
H 29.4900 22.6270 16.3070
H 29.0950 19.2250 11.5740
H 28.9800 24.6940 17.6910
H 31.7210 14.5880 16.9650
H 27.5090 19.0500 18.4260
H 29.2320 18.1060 22.6110
H 32.2440 17.7650 14.9050
H 27.2320 20.6480 20.4050
H 33.3310 21.4900 11.9410
H 27.5990 21.7880 21.4740
H 29.6800 19.8170 9.9240
H 34.4750 19.6230 20.9390
H 28.8850 17.9820 20.9810
H 32.3240 20.9970 19.2790
H 31.7100 20.0520 15.6410
H 28.6210 14.5090 18.5340
H 25.7590 17.2610 16.5390
H 29.5060 17.3500 17.7530
H 34.1350 21.7460 13.2540
H 33.4830 20.9370 21.1920
H 32.2930 18.8520 12.9290
H 33.9820 20.1700 12.7200
H 31.1280 18.0060 15.6440
H 35.2600 14.3650 14.7130
H 35.8100 13.9970 16.2880
H 28.8600 20.9900 18.3220
H 25.3570 18.8750 17.0750
H 30.2410 19.1020 19.4970
H 30.2090 21.3860 16.6390
H 29.8400 24.4690 19.2420
H 28.7950 15.1370 20.2950
H 32.0060 16.9220 17.1920
H 25.6840 17.5660 18.3010
H 30.9760 24.7270 17.7770
H 30.2730 15.5240 16.4350
H 30.5070 20.4790 20.5330
H 30.0480 15.3640 19.1800
H 32.8580 21.2230 15.2870
H 36.1430 15.3850 15.5020
H 34.0800 17.2720 15.6240
H 31.9270 19.8640 18.0410
H 28.0890 18.6790 15.4390
H 33.2410 19.1760 21.8620
H 30.0720 19.1560 17.3080
H 30.4990 18.4700 10.6060
H 30.6030 18.9510 13.3810
H 26.6380 22.4990 20.2170
H 32.6860 18.3440 19.5620
H 31.4390 14.5170 15.3250
H 28.3800 16.5990 16.8830
H 28.8760 19.5530 21.8630
H 27.9300 22.5230 18.0860
H 33.4400 16.0570 14.4380
H 31.4330 21.5170 13.6530
H 28.7990 19.3980 16.6220
*
```

As for the orbital gap: 8.3 eV. The energy above the lowest of the compared OMol25 structures with the same formula, charge and spin is 128.7 kJ/mol.

Atom-resolved charges from Löwdin, all expressed in e:
1 O -0.20
2 O -0.16
3 O -0.18
4 O -0.19
5 O -0.19
6 O -0.36
7 N 0.04
8 N 0.10
9 N 0.05
10 N 0.07
11 N 0.02
12 C -0.22
13 C -0.12
14 C -0.07
15 C -0.15
16 C -0.08
17 C -0.21
18 C -0.10
19 C -0.43
20 C -0.56
21 C -0.09
22 C -0.49
23 C -0.42
24 C -0.24
25 C -0.14
26 C -0.43
27 C -0.15
28 C -0.25
29 C -0.04
30 C -0.01
31 C -0.11
32 H 0.12
33 H -0.01
34 H 0.12
35 H 0.07
36 H -0.01
37 H 0.15
38 H 0.09
39 H -0.02
40 H 0.03
41 H 0.02
42 H 0.03
43 H 0.08
44 H 0.05
45 H 0.06
46 H 0.02
47 H 0.12
48 H 0.08
49 H 0.08
50 H 0.10
51 H 0.04
52 H 0.09
53 H 0.12
54 H 0.04
55 H -0.01
56 H 0.03
57 H 0.11
58 H 0.09
59 H 0.06
60 H 0.09
61 H 0.02
62 H 0.06
63 H 0.12
64 H 0.17
65 H 0.12
66 H 0.15
67 H 0.08
68 H 0.17
69 H 0.08
70 H 0.10
71 H 0.04
72 H 0.14
73 H 0.06
74 H 0.07
75 H 0.09
76 H -0.16
77 H 0.06
78 H 0.16
79 H 0.16
80 H 0.10
81 H 0.07
82 H 0.12
83 H 0.08
84 H 0.14
85 H 0.14
86 H 0.16
87 H -0.02

=====

Among the records above, which one has the lowest orbital gap?
C20H42ClF2N2O4Y